Entry 1:
ORCA calculation (ωB97M-V/def2-TZVPD) on an isolated molecule of C5H6N2O in a non-equilibrium geometry.

Output
* HOMO level: -9.20 eV
* structure (SMILES): O=C1C=NN[C@@H]2C[C@@H]12
* DFT total energy: -10303.2997 eV
* frontier orbital gap: 0.35215 hartree
* energy above the lowest of the compared OMol25 structures with the same formula, charge and spin: 608.2 kJ/mol
* 2S+1: 1

Structure (XYZ):
```
14
Properties=species:S:1:pos:R:3:forces:R:3
C 1.497719 -1.141283 -0.258307 -1.54 -3.12 2.96
C -1.531063 -0.519588 0.061266 2.33 -0.44 -2.13
H 1.410354 2.194430 0.464547 -3.68 -3.74 -0.79
H -2.669734 1.478371 -0.637979 2.02 -1.80 1.61
H 2.180085 -1.150493 -1.130733 -0.63 0.43 0.74
C 0.851904 -0.058613 0.579181 -0.73 -2.04 1.47
N -0.650034 1.669514 -0.163877 0.11 1.30 1.53
C -0.038857 -0.845942 -0.494093 1.09 2.93 0.86
H 0.731311 -0.527467 1.709650 0.15 1.83 -2.66
H 0.079017 0.001085 -1.210582 -0.50 -1.50 -0.46
N 0.606303 1.288410 0.298193 1.43 3.88 0.05
O -2.367467 -1.281317 0.322582 -2.31 -2.34 1.27
H 1.642144 -2.034070 0.574434 0.18 2.04 -2.74
C -1.741683 0.926957 -0.114282 2.07 2.57 -1.73
```
Forces are in eV/Å.



Entry 2:
ORCA calculation (ωB97M-V/def2-TZVPD) on a cluster of 10 separate species, C5H30N10O10 in total in a non-equilibrium geometry.

Output
* HOMO level: -9.85 eV
* structure (SMILES): NC(N)=O.NC(N)=O.NC(N)=O.NC(N)=O.NC(N)=O.O.O.O.O.O
* DFT total energy: -41053.9054 eV
* frontier orbital gap: 0.37124 hartree
* energy above the lowest of the compared OMol25 structures with the same formula, charge and spin: 41.6 kJ/mol
* 2S+1: 1

Structure (XYZ):
```
55
Properties=species:S:1:pos:R:3:forces:R:3
O 0.074882 3.913755 -2.078919 0.46 -0.22 -1.38
H -0.693878 1.881989 0.827408 0.96 -0.79 -0.71
O 5.478246 1.431719 -1.384565 -1.13 0.16 -0.15
N 1.996308 -3.899216 -1.709343 -0.77 -0.87 -0.83
H 0.961868 3.605873 -1.879611 0.22 -0.35 -0.16
N 2.165006 -0.249331 -1.847872 -0.72 -0.36 -2.35
H 0.185948 -3.501596 -0.018708 0.63 1.14 -0.11
O 1.505332 1.685143 -0.860469 0.06 -0.14 0.19
H 2.821604 -1.000687 -1.771507 0.17 -0.53 -0.05
H -3.104815 1.042483 -0.990865 0.56 0.08 -0.20
N 0.503702 0.008980 3.093973 0.38 1.57 -1.62
H 1.221867 3.519557 2.222814 0.03 -0.19 -0.08
H -0.910814 2.191031 -2.216404 0.16 1.29 -0.27
H -0.252338 4.123060 -1.227113 -0.95 0.56 1.73
H -1.461191 -2.364123 2.242691 -0.08 -0.16 -0.36
H -3.213189 -4.365915 -2.618197 0.59 0.44 1.09
H -4.617888 0.742590 -0.808916 2.44 -0.58 1.06
H 1.440137 2.656661 0.972137 0.01 -0.12 -0.55
H 1.672001 -0.130826 -2.774092 0.86 0.30 2.00
N 2.898155 0.278986 0.235122 0.52 -0.57 0.86
O -0.215794 -0.435542 1.056900 -1.29 -0.10 -1.40
H -3.377288 -1.574213 -0.797445 -0.40 1.48 0.36
H 4.919292 0.844731 -0.850001 0.41 -0.06 0.16
N -0.880989 -1.821543 2.852745 0.29 0.80 -0.48
C -1.791574 3.367488 1.358368 0.83 2.25 -0.82
H -1.887903 -1.707353 0.131707 1.50 1.66 1.11
C -0.235901 -0.709486 2.233789 1.05 -1.42 1.94
C 2.111847 -3.072513 -0.663989 2.04 0.77 1.42
H 2.633451 0.802313 1.048279 0.21 0.19 0.28
H 2.674337 -4.232306 -2.352442 1.47 0.57 0.34
N -2.594852 -2.040924 -0.428687 -0.62 -4.37 -1.69
H 0.942565 0.881739 2.741139 -0.37 -0.79 0.38
O -1.149824 1.282498 -2.377922 0.27 -1.18 0.61
H 1.162262 -4.361172 -1.950732 -1.60 -0.08 0.39
H -2.558396 3.152243 3.103639 -0.58 -0.07 0.79
H -4.096061 -3.014310 -2.190713 0.90 -0.41 0.74
N -2.706404 3.745833 2.314507 -0.02 -1.52 -0.22
H -2.705222 4.710465 2.524764 0.12 0.96 0.08
H 3.128076 -0.708175 0.400780 -0.09 0.24 -0.38
O 1.467092 2.629348 1.936904 0.00 0.12 0.40
H 4.770568 1.971716 -1.786524 0.70 -0.06 0.03
O -3.685756 0.501525 -0.445632 -3.06 0.60 -0.99
H 0.901718 -1.969799 0.481981 -0.24 0.37 0.27
N -3.332857 -3.645322 -1.896225 -2.35 -0.16 -1.87
C 2.146163 0.617428 -0.832283 -0.91 1.04 -0.42
N -1.597153 2.044462 1.183073 -0.34 0.76 0.11
O 3.230037 -2.516306 -0.431854 -1.84 -0.35 -0.40
H 0.590677 -0.246964 4.022127 0.02 -0.32 1.92
H -1.978138 1.336263 1.780310 -0.28 0.07 0.04
H -0.425855 0.870100 -1.865495 -0.54 -0.05 -0.26
O -1.171444 4.245922 0.710456 -0.66 -1.53 0.50
C -2.352051 -3.262988 -1.044509 0.02 1.60 -0.64
N 1.023612 -2.907668 0.163995 0.52 -1.61 -1.06
H -0.297413 -2.420543 3.430564 -0.10 0.42 -0.12
O -1.331792 -3.927061 -0.969156 0.52 -0.50 0.80
```
Forces are in eV/Å.



Entry 3:
ORCA calculation (ωB97M-V/def2-TZVPD) on a cluster of 17 separate species, C31H53Cl32N2O2S in total in a non-equilibrium geometry.

Output
* total charge: +1
* HOMO level: -11.34 eV
* DFT total energy: -451622.0574 eV
* frontier orbital gap: 0.26168 hartree
* energy above the lowest of the compared OMol25 structures with the same formula, charge and spin: 409.6 kJ/mol
* 2S+1: 1

Structure (XYZ):
```
121
Properties=species:S:1:pos:R:3:forces:R:3
Cl 5.738028 -0.203964 10.000411 0.01 -0.19 0.02
H -7.093431 -0.832803 -6.413007 0.15 0.12 0.10
C -1.984992 6.798838 -5.040232 -0.10 0.36 -0.06
C 1.374157 0.134875 2.695551 -0.23 -0.44 -1.19
N -1.938650 2.349889 -1.506176 2.92 2.26 0.09
C 3.445453 4.066584 8.869789 0.01 0.15 -0.09
C -0.922499 0.850314 -5.658679 0.24 0.03 -0.18
Cl -3.532784 -2.153013 4.314014 0.14 0.13 0.01
Cl -1.891340 -5.235421 -5.413690 0.07 -0.14 0.07
Cl -0.128262 -0.636030 -5.123842 0.05 0.03 0.05
C -4.467243 -2.287025 2.817635 -0.06 -0.01 -0.16
H -8.061498 1.822914 1.417753 1.55 -1.03 -0.53
C -3.542769 -4.238029 -2.437089 0.30 -0.19 0.11
Cl 6.093027 2.173620 7.065818 0.49 0.05 0.11
Cl 1.803154 0.980921 7.222787 0.04 -0.07 -0.04
C 7.145630 1.551311 5.788933 0.13 0.19 -0.07
H 7.438209 2.375641 5.136268 -0.45 -0.62 0.32
Cl -6.434685 1.413455 -6.124404 -0.05 0.03 -0.05
C 9.861903 3.198033 3.023167 0.29 -0.01 -0.17
O 2.285047 0.283383 0.344649 -1.18 -0.61 0.41
Cl -3.316602 -3.666058 -10.208325 -0.14 -0.28 -0.45
H -0.320559 1.046870 -2.650852 0.32 -1.59 1.42
C 0.359866 1.968003 -0.806868 -0.28 0.22 -0.48
C -0.270766 0.666659 -1.560704 -0.41 2.66 1.05
Cl -2.344152 5.188785 -4.390174 -0.26 -0.02 -0.33
Cl -2.289716 -7.224997 -3.319422 0.18 -0.32 0.00
Cl 6.319264 0.318834 4.824116 -0.01 -0.11 -0.10
H -3.558703 0.242994 -2.296309 1.24 -0.91 0.88
H 0.310455 4.711589 -3.021634 -0.68 -0.79 1.23
H 7.203291 -1.715479 8.938655 -0.02 0.21 0.05
H -2.031816 7.525460 -4.230562 0.07 -0.20 -0.06
C -7.309816 0.143042 0.014776 4.23 0.52 1.24
H -0.952562 -7.396399 -5.256053 -0.17 0.12 0.09
Cl -5.730585 -3.517261 2.970342 -0.01 0.06 -0.13
S -0.340752 4.757829 -1.773770 -0.43 -0.80 0.10
Cl 4.338538 2.785628 9.699958 -0.02 0.13 -0.01
C 1.865171 3.053469 -7.783527 0.34 -0.11 -0.19
H 3.457429 3.869660 7.798360 -0.07 -0.04 0.16
C -0.465101 -3.562259 -7.835885 0.15 -0.05 0.01
C -6.161650 -0.283693 -6.538389 -0.14 -0.10 -0.19
Cl 8.809792 3.821475 4.300759 0.49 0.65 -0.22
Cl 2.254667 2.930032 5.100168 0.04 0.12 -0.08
H -2.018531 0.961839 0.039563 0.96 -0.22 -1.34
Cl -0.828905 -2.185689 8.887187 0.09 -0.01 -0.09
Cl -2.041605 -2.845020 -7.485438 0.15 0.20 0.42
H 0.221978 -0.092335 9.163625 -0.19 -0.14 0.13
H 0.436023 0.321106 3.316027 1.31 0.29 -0.77
H -4.931333 -1.325466 2.606932 -0.04 -0.21 0.19
C -4.513598 0.906766 1.256147 -3.43 -0.98 -1.85
Cl 4.080233 -2.787038 1.095422 0.04 -0.04 -0.28
O -2.877888 -2.035683 0.097162 -2.01 4.54 -2.25
H -2.753322 -5.371545 -11.739400 0.07 0.05 0.21
H -3.984404 -5.900525 -10.565897 0.17 0.10 0.11
H 0.196832 -0.347986 -1.365674 -0.75 1.50 -0.34
H -0.266809 1.694368 -5.459550 -0.14 -0.26 0.02
H -0.261523 -6.273176 -4.057822 -0.21 0.01 -0.01
H -0.568306 1.879883 1.324429 1.31 0.12 -0.66
Cl 1.042068 1.825351 -8.751187 0.08 0.01 0.02
C 1.051312 0.365317 1.125098 0.23 0.37 0.98
H -5.832747 -0.346710 -7.574477 0.05 0.07 0.20
Cl -4.239136 -2.884831 -3.332411 0.06 -0.06 0.11
Cl -1.147331 -0.281721 11.073828 0.09 0.06 0.00
H -8.300236 -0.163773 -0.446320 1.36 0.74 0.92
H 8.030607 1.109189 6.245168 -0.23 -0.04 0.04
H -1.121280 0.780745 -6.727202 -0.05 -0.09 0.18
H -3.800638 -2.556241 2.000202 -0.14 -0.08 0.26
C -0.056506 -0.906287 9.831730 0.21 0.11 0.00
C -6.039012 -0.603990 -0.466485 0.38 2.93 2.72
C -3.054532 -5.348758 -10.693392 -0.31 0.04 -0.31
Cl 1.767865 4.138436 9.420999 0.01 0.08 -0.08
C -1.776799 0.925250 -1.073143 -0.31 -2.34 -0.43
H 1.576785 -1.859402 2.026948 -0.01 0.21 0.69
C -5.783332 1.652258 1.734207 0.43 -3.13 -3.00
H 1.400005 2.287595 -1.140911 -1.55 -0.43 0.13
H -5.669529 2.456729 2.530656 -0.49 -1.25 -1.29
Cl 5.553901 -4.568327 2.872994 0.00 0.09 0.02
H 3.179980 0.770452 5.319600 -0.11 0.12 0.07
Cl -4.926282 -1.004368 -5.499312 -0.23 0.01 -0.38
H 2.152391 3.880702 -8.430547 -0.19 -0.09 0.11
H 2.578238 -0.648914 0.262745 -0.18 0.73 0.34
Cl -4.663306 -4.831677 -1.212514 0.04 -0.05 0.06
Cl 0.812816 3.667449 -6.500344 0.12 0.29 0.02
H 5.803926 -2.239050 2.608744 -0.10 -0.16 -0.14
C -4.689308 -0.195150 0.167739 -1.32 0.64 0.41
H -2.726432 7.043756 -5.798943 0.15 -0.17 0.07
H -0.084055 -4.035978 -6.933341 -0.07 0.23 -0.10
C -1.177759 -6.602672 -4.545446 0.22 -0.15 -0.02
H 0.306377 -0.477093 0.849827 0.99 1.39 0.15
H 3.849755 1.913106 6.511662 -0.40 -0.07 -0.14
C 0.451599 1.828873 0.817711 -0.12 -0.79 -0.28
H -3.315932 -5.041340 -3.135415 -0.28 0.32 0.16
C 7.311447 -0.955280 9.710653 -0.03 -0.26 0.05
H -0.581621 -4.304245 -8.620568 -0.03 0.27 0.05
H -3.456844 1.130900 1.634225 -1.88 -0.33 -0.37
H 1.128395 2.649332 1.247843 -0.99 -1.27 -0.69
H -6.043890 -1.417065 -1.272203 -0.10 1.32 1.39
Cl -1.797157 -6.121199 -9.720190 -0.06 -0.26 -0.09
Cl 9.037728 1.964663 2.062542 0.07 0.00 0.00
Cl 0.690092 -2.334835 -8.372545 0.09 0.00 -0.05
H 10.748002 2.758584 3.478279 -0.22 0.01 0.00
H -2.628318 -3.904878 -1.947237 -0.20 0.04 0.02
Cl -2.449272 1.105859 -4.803697 -0.01 0.27 0.03
H 2.752541 2.612434 -7.332301 -0.22 0.00 -0.01
H 7.659543 -1.414436 10.634453 -0.04 0.20 -0.10
H -2.765778 2.844966 -1.867977 0.26 -0.59 0.20
H 2.261963 0.801277 2.955900 -1.38 -0.70 -0.15
C 4.957684 -2.924203 2.624470 0.11 0.17 0.44
N 1.760643 -1.315265 2.878362 -0.65 0.67 0.49
H 1.211593 -1.714202 3.664164 0.52 0.25 -0.99
Cl -0.375331 6.860112 -5.771153 -0.12 0.06 0.12
Cl 8.503143 0.237803 9.178370 0.11 -0.06 -0.02
H 10.151070 4.020381 2.370894 -0.18 -0.10 0.10
H -2.148656 -0.968585 -2.380267 -0.58 1.15 1.14
C -3.373259 -0.977832 -0.411226 0.79 -1.87 0.99
C -0.766545 3.003858 -1.374104 0.36 -2.02 0.07
C -2.699126 -0.237621 -1.695499 -1.52 0.57 0.45
C 2.942512 1.578284 6.010756 0.15 -0.21 0.03
H 4.285571 -2.663088 3.440767 -0.05 -0.07 -0.24
H 0.833343 -1.309528 10.312453 -0.21 -0.01 -0.03
C -7.129981 1.245739 1.084946 1.68 -0.99 -0.63
H 3.926041 5.021966 9.074395 -0.09 -0.18 0.07
```
Forces are in eV/Å.



Entry 4:
ORCA calculation (ωB97M-V/def2-TZVPD) on an isolated molecule of C5H5OP in a non-equilibrium geometry.

Output
* HOMO level: -8.56 eV
* structure (SMILES): Cp1cc2c(c1)O2
* DFT total energy: -16594.6962 eV
* frontier orbital gap: 0.32230 hartree
* energy above the lowest of the compared OMol25 structures with the same formula, charge and spin: 391.5 kJ/mol
* 2S+1: 1

Structure (XYZ):
```
12
Properties=species:S:1:pos:R:3:forces:R:3
H -1.684944 1.572565 1.032065 0.88 0.50 -0.41
C -1.047710 -0.409799 -0.953662 5.47 -1.18 -4.07
H -0.247908 1.456433 2.076152 0.02 0.24 0.28
H 0.179740 1.698766 0.310736 -2.07 -0.44 1.27
C 1.055674 -0.981574 0.516551 2.35 -1.02 1.16
H -1.948106 -0.513714 -1.488991 -0.94 0.26 -0.46
H 1.774156 -1.470244 1.283408 -1.33 1.20 -1.27
C -0.614354 1.285508 1.071175 1.13 -0.62 -0.53
C 0.287560 -0.514148 -1.786291 -3.92 0.61 6.20
P -0.702254 -0.574954 0.797481 0.12 0.68 -0.03
C 1.356968 -0.750647 -0.757376 -2.90 0.33 -1.22
O 1.591178 -0.798192 -2.101247 1.18 -0.56 -0.91
```
Forces are in eV/Å.